No. 1
Here is 2 unconnected molecules or ions with the total composition C12H16N3 from the Open Molecules 2025 dataset. Energies are from wB97M-V/def2-TZVPD.

Each line ends with the natural charge from an NBO analysis.
Geometry (Å):
C 0.2999 0.0880 -0.3315  0.158
C -0.8835 -0.1209 -0.6597  -0.138
C 2.5659 -0.9949 -0.2256  -0.109
C 2.2009 1.3448 0.1667  0.073
C 4.2714 0.5783 0.1301  0.070
C 1.6804 0.0973 -0.1048  -0.221
C 3.9216 -0.7575 0.0677  -0.029
C -2.4714 2.2699 -0.2252  -0.045
C 4.9614 -1.8197 -0.1759  -0.637
C -4.5322 -0.8538 -0.4158  -0.385
C -2.7022 -1.1989 1.1517  -0.446
C -2.2385 -0.1787 -0.9731  0.215
N 3.4818 1.6081 0.1396  -0.382
N -1.5350 3.0588 0.2108  -0.687
N -3.0948 -0.8299 -0.2486  -0.275
H 2.0404 -1.8697 -0.4440  0.224
H 1.6772 2.2934 0.3553  0.188
H 5.2822 0.7386 0.1287  0.191
H -3.3889 2.7728 0.0729  0.129
H 4.7464 -2.6407 0.4901  0.230
H 4.9137 -2.3062 -1.1260  0.236
H 5.9780 -1.4556 -0.0112  0.231
H -4.8801 0.0426 -0.1649  0.214
H -4.6903 -0.9992 -1.4254  0.219
H -4.8516 -1.7092 0.2389  0.232
H -2.4235 -2.1841 1.0311  0.227
H -1.9008 -0.5354 1.6637  0.246
H -3.5721 -1.0926 1.8940  0.233
H -2.6070 0.0134 -1.9613  0.240
H -1.7311 3.9186 0.6001  0.396
H -0.5180 2.7224 0.1516  0.401

Cartesian forces (eV/Å) of the 6 atoms listed first:
-4.4 -2.0 -1.5
4.2 1.2 1.2
-0.1 2.2 1.3
0.1 1.9 -0.1
-0.2 -1.3 0.0
0.8 0.6 0.4

Highest occupied orbital energy, eV: -12.1
2S+1: 1
E_tot, hartree: -630.6818
LUMO energy, eV: -3.9
Charge: +1

---

No. 2
Here is a single C5H4F2N2O2 molecule from the Open Molecules 2025 dataset. Energies are from wB97M-V/def2-TZVPD.

Each line ends with the natural charge from an NBO analysis.
Geometry (Å):
C -2.0066 0.1177 -0.1497  -0.377
C 0.1909 1.1827 0.2701  -0.360
C -1.3966 -1.0770 -0.0365  0.089
C -1.1854 1.2071 0.0945  0.424
C 0.8286 -0.2051 0.3228  0.521
N -0.0449 -1.1883 0.0019  -0.570
N 2.2506 -0.1652 -0.4703  0.523
O 2.4048 0.7821 -1.1638  -0.342
O 3.0448 -1.0422 -0.2332  -0.366
F -1.7351 2.4271 -0.0918  -0.321
F 1.3713 -0.4748 1.6209  -0.377
H -3.0301 0.2426 -0.4392  0.251
H 0.7436 2.2079 0.2094  0.276
H -1.8508 -1.9536 -0.1282  0.205
H 0.4149 -2.0610 0.1929  0.423

Cartesian forces (eV/Å) of the 6 atoms listed first:
-0.3 -1.2 0.6
-0.8 0.3 -0.6
1.3 3.0 -0.7
3.2 2.0 -0.8
0.7 4.0 1.5
1.1 -0.9 0.2

Highest occupied orbital energy, eV: -9.1
2S+1: 1
SMILES: O=[N+]([O-])[C@@]1(F)C=C(F)C=CN1
E_tot, hartree: -652.5128
LUMO energy, eV: 0.3
Charge: 0

---

No. 3
Here is a molecular structure, C14H7BrCl6NO4Tl from the Open Molecules 2025 dataset. Energies are from wB97M-V/def2-TZVPD.

Each line ends with the Mulliken charge.
Geometry (Å):
Tl 0.3280 -0.5416 0.4397  0.539
Cl 5.8361 3.4270 -2.0305  -0.138
C 4.2814 3.0345 -1.4411  0.318
C 3.6243 3.9550 -0.5694  0.314
Cl 4.4014 5.4253 -0.1855  -0.136
C 2.3935 3.6624 -0.0425  0.139
Cl 1.6362 4.7197 1.0727  -0.127
C 1.6877 2.4526 -0.3781  0.360
O 0.6064 2.1277 0.1171  -0.540
C 2.3534 1.5110 -1.3511  0.474
O 1.7653 0.4766 -1.6758  -0.652
C 3.6790 1.8562 -1.7973  0.137
Cl 4.4547 0.7589 -2.8643  -0.142
C -5.4464 1.8292 -0.4178  -1.432
C -4.5388 0.6509 -0.2608  0.812
C -5.0255 -0.5989 0.1088  -0.539
C -4.1635 -1.6747 0.2534  -0.488
C -2.8255 -1.4333 0.0037  0.345
Br -1.3525 0.0723 2.8834  -0.681
N -2.3330 -0.2543 -0.3465  -0.198
C -3.1668 0.7631 -0.4764  -0.635
H -6.2571 1.7912 0.3056  0.380
H -5.8826 1.8404 -1.4167  0.278
H -4.9015 2.7584 -0.2796  0.380
H -6.0783 -0.7288 0.3072  0.418
H -4.5112 -2.6481 0.5546  0.381
H -2.7162 1.7030 -0.7568  0.386
Cl 0.4966 -3.4638 -1.3982  -0.113
C -0.4800 -4.2512 -0.1258  -0.016
Cl 0.2343 -3.9120 1.4611  -0.099
C -1.8822 -3.6421 -0.2289  0.324
O -2.8423 -4.2317 -0.6248  -0.514
O -1.8132 -2.3696 0.1456  0.071
H -0.4989 -5.3253 -0.3042  0.392

Cartesian forces (eV/Å) of the 6 atoms listed first:
-0.4 0.1 1.0
-0.1 -0.1 0.0
0.1 -1.7 -1.0
-1.5 0.6 1.1
-0.1 -0.1 0.0
1.0 1.4 0.4

Highest occupied orbital energy, eV: -7.6
2S+1: 1
E_tot, hartree: -6401.0736
LUMO energy, eV: -3.2
Charge: 0

---

No. 4
Here is a single C3H4N4 molecule from the Open Molecules 2025 dataset. Energies are from wB97M-V/def2-TZVPD.

Each line ends with the natural charge from an NBO analysis.
Geometry (Å):
C 0.1190 -0.5616 -2.7544  0.196
C 0.0320 0.0106 2.6199  -0.084
C -0.1941 -0.4627 -1.4072  -0.217
N 0.2074 -0.6165 -3.8845  -0.300
N -0.4252 0.0933 1.4229  -0.263
N 0.1545 0.8758 0.5517  -0.134
N -0.0041 0.7028 -0.7236  -0.199
H -0.5442 -0.4464 3.2944  0.164
H 0.9143 0.2912 3.0662  0.162
H -0.5167 -1.4209 -1.0115  0.254
H 0.2570 1.5345 -1.1738  0.420

Cartesian forces (eV/Å) of the 6 atoms listed first:
-0.8 1.0 1.3
-0.2 0.4 -2.9
-0.1 0.3 0.6
0.6 -0.3 -2.6
-0.5 -1.0 0.1
0.7 2.4 0.6

Highest occupied orbital energy (alpha / beta), eV: -8.3 / -8.3
2S+1: 1
E_tot, hartree: -335.5754
LUMO energy (alpha / beta), eV: -0.8 / -0.8
Charge: 0

---

No. 5
Here is a single C16H23NO3 molecule from the Open Molecules 2025 dataset. Energies are from wB97M-V/def2-TZVPD.

Each line ends with the natural charge from an NBO analysis.
Geometry (Å):
C 3.4853 -3.9628 -3.1526  -0.253
H 4.1547 -4.1833 -3.9825  0.202
O 3.7094 -2.6106 -2.8319  -0.487
C 3.0001 -2.0550 -1.8173  0.341
C 3.2763 -0.7138 -1.5463  -0.269
C 2.6355 -0.0263 -0.5347  0.068
C 1.6520 -0.6899 0.2206  -0.226
C 1.3822 -2.0265 -0.0528  -0.086
C 2.0475 -2.7156 -1.0492  -0.349
H 1.8164 -3.7559 -1.2137  0.220
H 0.6646 -2.5625 0.5504  0.204
C 0.9384 0.0049 1.3207  0.609
O 1.4966 0.7300 2.1140  -0.548
C -0.5707 -0.1752 1.3445  -0.333
C -1.1596 0.9535 0.4761  -0.215
N -2.5976 0.8233 0.4419  -0.451
C -3.1677 1.0179 1.7598  -0.218
C -2.6666 -0.0855 2.6892  -0.401
C -1.1439 -0.0665 2.7561  -0.387
H -0.7781 -0.8916 3.3702  0.212
H -0.7962 0.8648 3.2079  0.216
H -3.0915 0.0525 3.6845  0.209
H -3.0019 -1.0488 2.3011  0.201
H -4.2558 0.9706 1.6759  0.203
H -2.8974 1.9984 2.1914  0.160
C -3.2605 1.5265 -0.6346  -0.234
H -2.8523 1.1538 -1.5793  0.205
C -3.1557 3.0666 -0.6459  -0.090
O -1.9921 3.5504 -1.2752  -0.717
H -1.2200 3.2625 -0.7771  0.464
H -3.9824 3.4763 -1.2303  0.183
H -3.2345 3.4553 0.3785  0.159
H -4.3178 1.2525 -0.5907  0.199
H -0.7710 0.8677 -0.5432  0.212
H -0.8304 1.9172 0.9100  0.161
H -0.8650 -1.1227 0.8914  0.220
C 2.9759 1.4084 -0.2791  -0.637
H 3.3955 1.5188 0.7186  0.247
H 3.6957 1.7677 -1.0096  0.212
H 2.0844 2.0317 -0.3262  0.216
H 4.0224 -0.2237 -2.1526  0.222
H 3.7248 -4.6200 -2.3108  0.178
H 2.4510 -4.1351 -3.4669  0.178

Cartesian forces (eV/Å) of the 6 atoms listed first:
0.0 -0.3 -0.1
-0.1 0.0 0.1
0.0 0.3 0.1
-0.1 0.1 0.2
0.0 -0.2 -0.1
-0.1 -0.2 0.0

Highest occupied orbital energy, eV: -8.5
2S+1: 1
SMILES: COc1ccc(C(=O)[C@H]2CCCN(CCO)C2)c(C)c1
E_tot, hartree: -903.9365
LUMO energy, eV: 0.7
Charge: 0

---

No. 6
Here is a single C25H27N3O4 molecule from the Open Molecules 2025 dataset. Energies are from wB97M-V/def2-TZVPD.

Each line ends with the natural charge from an NBO analysis.
Geometry (Å):
C 0.3861 0.0357 -2.5880  -0.637
C 0.9761 -1.3237 -2.9346  -0.068
H 0.1884 -2.0519 -3.1384  0.187
H 1.6400 -1.2379 -3.8005  0.201
O 1.7103 -1.8766 -1.8432  -0.529
C 2.9924 -1.4568 -1.7231  0.888
O 3.5252 -0.6806 -2.4836  -0.667
N 3.6154 -2.0239 -0.6653  -0.458
C 2.9374 -2.8045 0.3498  -0.217
H 1.8635 -2.6638 0.2247  0.231
C 3.3830 -2.3508 1.7466  -0.434
H 4.2559 -2.9125 2.0803  0.206
C 3.7465 -0.8592 1.7209  -0.036
N 2.6355 -0.0682 1.2239  -0.628
C 1.5293 0.1658 1.9675  0.661
O 1.4158 -0.1870 3.1235  -0.610
C 0.4441 0.8638 1.2064  -0.072
C -0.7922 0.2749 1.1577  -0.220
C -1.8271 0.8707 0.3956  0.222
N -1.6450 2.0013 -0.2492  -0.422
C -0.4551 2.6201 -0.1924  0.148
C -0.3065 3.8397 -0.8872  -0.198
C 0.8819 4.5125 -0.8560  -0.189
C 1.9667 4.0064 -0.1231  -0.215
C 1.8576 2.8243 0.5572  -0.208
C 0.6543 2.0928 0.5282  -0.033
H 2.6880 2.4524 1.1395  0.220
H 2.8924 4.5620 -0.0952  0.216
H 0.9940 5.4458 -1.3878  0.215
H -1.1593 4.2152 -1.4303  0.226
C -3.1514 0.2538 0.2816  -0.137
C -4.2489 1.0520 -0.0539  -0.141
C -5.5058 0.5102 -0.1724  -0.256
C -5.7104 -0.8579 0.0306  0.317
C -4.6215 -1.6632 0.3487  -0.333
C -3.3609 -1.1079 0.4732  -0.106
H -2.5325 -1.7621 0.7005  0.201
H -4.7409 -2.7249 0.4986  0.218
O -6.9897 -1.2944 -0.1101  -0.488
C -7.2638 -2.6606 0.0847  -0.253
H -7.0113 -2.9807 1.1007  0.177
H -8.3357 -2.7712 -0.0707  0.202
H -6.7281 -3.2852 -0.6375  0.176
H -6.3583 1.1215 -0.4231  0.225
H -4.0855 2.1058 -0.2135  0.235
H -0.9673 -0.6357 1.7089  0.230
H 2.6230 0.1509 0.2401  0.408
C 4.9766 -0.6388 0.8345  -0.424
H 5.8854 -0.7752 1.4201  0.221
C 4.9688 -1.6328 -0.3405  -0.224
H 5.4127 -1.1876 -1.2313  0.249
H 5.5256 -2.5378 -0.0818  0.192
H 4.9694 0.3861 0.4614  0.216
H 3.9365 -0.5218 2.7462  0.230
H 2.5787 -2.5148 2.4629  0.241
H 3.1608 -3.8686 0.2062  0.196
H -0.2143 0.3956 -3.4180  0.221
H -0.2462 -0.0382 -1.7066  0.210
H 1.1816 0.7530 -2.3982  0.221

Cartesian forces (eV/Å) of the 6 atoms listed first:
0.2 -0.4 0.1
-0.2 0.4 -0.4
0.1 0.1 0.0
-0.1 -0.1 0.1
0.3 -0.1 0.3
-0.2 -0.3 -0.1

Highest occupied orbital energy, eV: -8.1
2S+1: 1
SMILES: CCOC(=O)N1CCC(NC(=O)c2cc(-c3ccc(OC)cc3)nc3ccccc23)CC1
E_tot, hartree: -1434.1525
LUMO energy, eV: 0.0
Charge: 0

---

No. 7
Here is a molecular structure, C15H17N6PtS from the Open Molecules 2025 dataset. Energies are from wB97M-V/def2-TZVPD.

Each line ends with the Mulliken spin population.
Geometry (Å):
Pt -0.7047 0.2040 0.5818  1.234
N -1.8856 -2.5279 -1.1744  0.007
C -2.0442 -1.3330 -1.8539  0.009
C -2.5545 -1.4035 -3.1567  0.002
C -2.7601 -0.2467 -3.8572  0.001
C -2.4602 0.9803 -3.2614  0.008
C -1.9587 0.9684 -1.9923  0.021
N -1.7469 -0.1715 -1.2819  0.081
C -1.3347 -2.8611 0.0528  -0.002
C -1.2850 -4.2237 0.3732  0.007
C -0.7739 -4.6110 1.5816  -0.002
C -0.3144 -3.6408 2.4733  0.009
C -0.3899 -2.3324 2.0926  0.009
N -0.8933 -1.9326 0.8938  0.133
H -2.1733 -3.3308 -1.7101  0.000
H -2.7803 -2.3688 -3.5918  0.000
H -3.1531 -0.2897 -4.8645  0.000
H -2.6133 1.9178 -3.7753  0.000
H -1.7129 1.8861 -1.4778  -0.005
H -1.6537 -4.9532 -0.3367  0.001
H -0.7326 -5.6618 1.8380  0.000
H 0.0893 -3.8999 3.4407  0.000
H -0.0579 -1.5356 2.7415  0.004
N 0.2636 2.2348 2.8021  0.084
C -0.1250 1.5067 1.9892  0.081
C 1.3571 3.2581 -0.8098  0.007
N 2.1681 2.6287 0.2136  0.020
C 2.7944 3.4298 1.2763  0.000
C 3.3174 2.3644 2.2600  0.001
N 2.9818 1.1214 1.5564  0.010
C 2.2615 1.3368 0.4633  -0.008
S 1.5216 0.0627 -0.4562  0.291
H 1.8927 4.1209 -1.2032  -0.001
H 0.4087 3.5907 -0.3822  0.002
H 1.1768 2.5503 -1.6132  -0.003
H 2.0413 4.0671 1.7371  0.001
H 3.5833 4.0478 0.8509  0.002
H 2.7872 2.4125 3.2079  -0.001
H 4.3882 2.4364 2.4304  0.002
H 3.0751 0.1984 1.9419  -0.004

Cartesian forces (eV/Å) of the 6 atoms listed first:
-0.3 0.3 -0.5
0.1 0.0 0.0
0.0 -0.1 0.2
0.0 -0.1 0.0
0.0 0.0 -0.1
0.0 0.0 -0.1

Highest occupied orbital energy (alpha / beta), eV: -10.9 / -11.8
⟨S²⟩: 2.009
2S+1: 3
E_tot, hartree: -1427.6386
LUMO energy (alpha / beta), eV: -2.9 / -4.3
Charge: +1

---

No. 8
Here is a molecular structure, C29H35Cl5MnN4O7P2S from the Open Molecules 2025 dataset. Energies are from wB97M-V/def2-TZVPD.

Each line ends with the Mulliken spin population.
Geometry (Å):
Mn -0.0369 0.3317 -0.2575  4.627
N -3.3320 -3.3445 -2.7121  0.000
C -1.9522 -3.3911 -2.1725  -0.003
C -1.2829 -4.7182 -2.4379  0.001
P -2.1571 -2.9230 -0.3692  0.025
O -1.9417 -4.3875 0.3525  0.000
O -3.6163 -2.5835 -0.2801  0.001
O -1.1177 -2.0040 0.1478  0.020
P -1.1189 -1.9833 -3.1203  0.031
O 0.1745 -2.7364 -3.7748  -0.003
O -2.1292 -1.7430 -4.2083  -0.001
O -0.6233 -0.8882 -2.2634  -0.030
H -3.6868 -4.2393 -3.0395  0.000
H -3.1999 -2.6009 -3.5091  0.000
H -3.8845 -2.9708 -1.8840  0.000
H -1.8574 -5.5504 -2.0243  0.000
H -0.2989 -4.7149 -1.9729  0.000
H -1.1409 -4.8453 -3.5126  0.000
H -1.0582 -4.3707 0.7160  0.000
H 0.9253 -2.3726 -3.2989  -0.002
O 0.6754 -0.2089 1.8061  0.000
S 0.4399 0.1525 3.2421  0.209
C 1.1052 -1.2031 4.1807  0.035
C 0.3735 -1.5869 5.3221  0.086
C 0.8545 -2.5509 6.1681  -0.049
C 2.0941 -3.1547 5.9206  0.301
C 2.8404 -2.7498 4.8062  -0.115
C 2.3661 -1.7893 3.9504  0.176
C 1.6615 1.4065 3.5952  -0.105
C 2.8563 1.4879 2.8686  0.212
C 3.7891 2.4438 3.1892  -0.072
C 3.5600 3.3407 4.2367  0.106
C 2.3774 3.2432 4.9736  -0.039
C 1.4431 2.2834 4.6669  0.049
H -0.5765 -1.1021 5.5011  0.027
H 0.2744 -2.8550 7.0319  -0.001
H 2.4668 -3.9230 6.5847  0.048
H 3.8024 -3.2176 4.6238  -0.008
H 2.9356 -1.4807 3.0862  0.075
H 2.9905 0.8259 2.0245  -0.006
H 4.7058 2.5205 2.6161  -0.005
H 4.2782 4.1190 4.4611  0.022
H 2.1942 3.9372 5.7870  0.000
H 0.5236 2.1994 5.2302  0.002
C -4.5000 -0.6643 2.8347  0.000
C -3.4568 0.2999 2.3979  0.015
C -3.1046 1.5612 2.8386  -0.004
C -2.0045 1.9382 2.0534  0.007
N -1.7178 0.9706 1.1944  -0.150
N -2.5997 0.0024 1.4110  0.048
C -1.2487 3.2143 2.0740  0.045
H -5.2550 -0.1635 3.4371  0.000
H -4.0480 -1.4634 3.4254  0.001
H -4.9706 -1.1229 1.9664  0.000
H -3.5594 2.1372 3.6196  0.003
H -2.5282 -0.8542 0.8770  -0.014
H -1.3181 3.6921 3.0479  0.001
H -1.6453 3.8920 1.3167  0.005
H -0.2032 3.0242 1.8402  -0.032
Cl -3.0550 0.5623 -1.7557  0.006
C -2.1073 2.0045 -1.9024  -0.108
C -0.8382 2.0434 -1.2777  0.045
C -0.2497 3.3262 -1.3440  -0.033
Cl 1.2350 3.5534 -0.4812  -0.006
C -0.7791 4.4160 -2.0139  -0.008
Cl 0.0312 5.9424 -2.0478  0.001
C -2.0013 4.2870 -2.6769  0.006
Cl -2.6657 5.6115 -3.5556  0.001
C -2.6732 3.0657 -2.5908  -0.009
Cl -4.2227 2.9365 -3.3399  0.001
C 3.7249 1.3234 -1.6411  -0.010
C 2.5189 0.3946 -1.9281  0.122
C 1.8758 0.8594 -3.2568  -0.033
C 3.0508 -1.0597 -2.0778  -0.031
N 1.5886 0.4328 -0.8660  -0.484
H 4.4638 1.2577 -2.4408  -0.001
H 4.1872 1.0438 -0.6989  0.007
H 3.3817 2.3493 -1.5476  -0.006
H 2.5518 0.7200 -4.0988  0.003
H 1.6132 1.9099 -3.1790  -0.002
H 0.9531 0.3127 -3.4271  0.007
H 3.4553 -1.2507 -3.0740  0.001
H 2.2347 -1.7502 -1.8636  -0.006
H 3.8288 -1.2357 -1.3370  0.002

Cartesian forces (eV/Å) of the 6 atoms listed first:
-1.1 -0.1 0.4
-0.7 0.5 -0.2
0.5 0.7 0.5
0.1 -0.1 0.0
0.2 -1.1 0.2
-0.4 0.4 -0.3

Highest occupied orbital energy (alpha / beta), eV: 1.2 / -2.0
⟨S²⟩: 9.242
2S+1: 6
E_tot, hartree: -6404.8232
LUMO energy (alpha / beta), eV: 4.1 / 4.1
Charge: -2

---

Among the records above, which one has the lowest charge?
C29H35Cl5MnN4O7P2S